Run P
The ion C11H12NO2 with charge +1. Source: the OMol25 dataset; level of theory: the ωB97M-V functional and the def2-TZVPD basis.

- Kohn-Sham gap (eV) = 9.592
- LUMO (eV) = -3.28
- highest occupied orbital energy (eV) = -12.87
- SMILES = C[N@H+]1C=COC(=O)[C@@H]1c1ccccc1

Geometry as ORCA input:
```
! wB97M-V def2-TZVPD RIJCOSX def2/J DEFGRID3
* xyz 1 1
C 0.5134 -1.7334 -1.1073
N -0.6841 -0.8446 -1.2592
C -1.6828 -1.4152 -1.9994
C -2.9115 -1.3184 -1.5896
O -3.3622 -0.3764 -0.7458
C -2.4991 0.1439 0.1618
O -2.8051 1.0319 0.8782
C -1.0576 -0.3465 0.1890
C -0.0818 0.7372 0.5916
C 0.7072 1.4198 -0.3004
C 1.4532 2.5876 0.1651
C 1.2029 3.0329 1.4357
C 0.4897 2.3361 2.3660
C -0.2720 1.2396 1.9367
H 0.2567 -2.7881 -0.6370
H 0.9499 -1.9675 -2.0390
H 1.2909 -1.3251 -0.4725
H -0.2794 0.0950 -1.7371
H -1.2919 -2.1280 -2.7026
H -3.8197 -1.7583 -2.1687
H -0.9612 -1.1129 0.9790
H 0.7596 0.9887 -1.3951
H 2.0055 3.1698 -0.4907
H 1.9886 3.7699 1.8221
H 0.4047 2.7375 3.3377
H -0.9405 0.7788 2.5703
*
```



Run Q
The ion C11H12NO2 with charge +1. Source: the OMol25 dataset; level of theory: the ωB97M-V functional and the def2-TZVPD basis.

- Kohn-Sham gap (eV) = 5.649
- LUMO (eV) = -5.33
- highest occupied orbital energy (eV) = -10.98

Geometry as ORCA input:
```
! wB97M-V def2-TZVPD RIJCOSX def2/J DEFGRID3
* xyz 1 1
C 0.6019 -2.4971 -2.0650
C 0.9989 -1.3756 -1.6416
C -0.3503 -3.3676 -2.4199
C -1.5176 -2.8629 -1.7226
C -1.7616 -1.5831 -1.1602
C -1.0588 -0.3506 -1.1082
C 0.8279 1.3703 1.5686
C -1.6987 0.7473 -0.3036
C 0.4084 -0.2496 -1.2044
C -0.0135 0.2791 1.4992
C 2.9473 2.4471 1.9016
N -1.3057 0.3300 1.1068
O 0.5343 2.6027 1.0201
O 2.0841 1.2949 2.0198
H -0.2983 -4.2577 -2.9426
H -2.3130 -3.5232 -1.5694
H -2.7765 -1.6045 -0.5750
H -1.2592 1.7751 -0.5339
H -2.7550 0.8435 -0.4028
H 0.8881 0.6099 -0.9748
H 0.5447 -0.6100 1.8296
H 3.2025 2.7347 0.7622
H 3.8328 1.9838 2.4396
H 2.3951 3.2412 2.3681
H -0.4241 2.5525 0.7185
H -1.7335 -0.5302 1.3899
*
```



Calculated relative energies: run P 0.000; run Q 3.921, given in eV



Run P
A structure of composition C4H7ClO2. Source: the OMol25 dataset; level of theory: the ωB97M-V functional and the def2-TZVPD basis.

- Kohn-Sham gap (eV) = 9.292
- LUMO (eV) = 0.67
- highest occupied orbital energy (eV) = -8.62

Geometry as ORCA input:
```
! wB97M-V def2-TZVPD RIJCOSX def2/J DEFGRID3
* xyz 0 1
C 1.6616 -1.0335 -1.2821
C 0.9369 -0.0047 -0.8850
C -0.7132 0.5083 1.3345
C -0.5122 0.1095 -0.5862
O -0.2924 1.8006 1.5511
O -1.2684 -1.0248 -0.7435
Cl -1.3716 1.4969 -1.3090
H 2.6476 -0.9776 -1.4080
H 1.0329 -1.8986 -1.5306
H 1.4646 0.8433 -0.7525
H -0.0630 -0.3661 1.7526
H -1.8019 0.4997 1.4930
H -0.8910 2.3506 0.9976
H -2.2094 -0.6871 -0.7965
*
```



Run Q
An isolated molecule of C4H7ClO2. Source: the OMol25 dataset; level of theory: the ωB97M-V functional and the def2-TZVPD basis.

- Kohn-Sham gap (eV) = 10.657
- LUMO (eV) = 0.83
- highest occupied orbital energy (eV) = -9.82
- SMILES = C[C@@]1(Cl)CCOO1

Geometry as ORCA input:
```
! wB97M-V def2-TZVPD RIJCOSX def2/J DEFGRID3
* xyz 0 1
C -0.4301 -1.4502 -0.9615
C -0.7019 -0.1180 -0.1933
Cl -2.3696 -0.2430 0.3741
C 0.2782 0.1209 0.9743
C 0.9727 1.3651 0.4989
O -0.0076 2.1103 -0.1741
O -0.5965 1.1487 -1.0278
H -0.5315 -1.4065 -1.9559
H -1.0748 -2.3004 -0.7125
H 0.5818 -1.7545 -0.8866
H 1.0064 -0.7811 1.2174
H -0.4409 0.1699 1.7319
H 1.4336 1.8964 1.2299
H 1.8802 1.2425 -0.1148
*
```



Run R
A structure of composition C4H7ClO2. Source: the OMol25 dataset; level of theory: the ωB97M-V functional and the def2-TZVPD basis.

- Kohn-Sham gap (eV) = 9.600
- LUMO (eV) = -0.12
- highest occupied orbital energy (eV) = -9.72

Geometry as ORCA input:
```
! wB97M-V def2-TZVPD RIJCOSX def2/J DEFGRID3
* xyz 0 1
C 2.1536 0.8883 0.2413
C -0.3004 -1.4185 0.4806
C -0.9174 0.5248 -1.1222
C -0.5149 0.1043 0.3610
O 2.3862 0.2655 -0.7161
O 0.4091 0.8815 0.9459
Cl -1.9318 0.5907 1.3868
H 2.5052 1.5143 1.0125
H 0.6677 -1.6783 -0.1526
H -1.1842 -1.9857 0.2098
H -0.2195 -1.6260 1.5992
H 0.0207 0.5041 -1.5005
H -1.7564 -0.1558 -1.4792
H -1.3180 1.5910 -1.2663
*
```



Calculated relative energies: run P 0.122; run Q 1.287; run R 0.000, given in eV



Run P
A structure of composition C2H6N4. Source: the OMol25 dataset; level of theory: the ωB97M-V functional and the def2-TZVPD basis.

- Kohn-Sham gap (eV) = 8.363
- LUMO (eV) = 0.25
- highest occupied orbital energy (eV) = -8.12

Geometry as ORCA input:
```
! wB97M-V def2-TZVPD RIJCOSX def2/J DEFGRID3
* xyz 0 1
C 0.3040 -0.3450 -0.5073
C -0.4128 0.7323 -0.2215
H 1.9372 0.8147 1.0322
H 3.0403 -0.3446 0.8853
H -0.6569 -1.0349 -1.0341
H -0.0370 1.7076 -0.1010
H -3.1242 -0.8083 0.2899
H -1.1932 -1.4337 0.8087
N 2.3387 0.2971 0.3015
N 1.4950 -0.6546 -0.2860
N -1.7008 0.7045 -0.0945
N -2.0349 -0.5219 0.4349
*
```



Run Q
An isolated molecule of C2H6N4. Source: the OMol25 dataset; level of theory: the ωB97M-V functional and the def2-TZVPD basis.

- Kohn-Sham gap (eV) = 9.768
- LUMO (eV) = 1.08
- highest occupied orbital energy (eV) = -8.69
- SMILES = C=NN/C=N\N

Geometry as ORCA input:
```
! wB97M-V def2-TZVPD RIJCOSX def2/J DEFGRID3
* xyz 0 1
C -1.3638 -1.0650 -0.4538
N -1.6187 -0.0953 0.3205
N -0.6836 0.9542 0.4069
C 0.4670 1.0420 -0.3435
N 1.4422 0.2251 -0.4510
N 1.5413 -0.9067 0.3991
H -2.1786 -1.7993 -0.6325
H -0.3102 -1.2035 -0.7394
H -1.2046 1.7694 0.6264
H 0.4910 1.9644 -0.9146
H 1.3056 -0.6953 1.3551
H 2.5093 -1.1387 0.3598
*
```



Run R
An isolated molecule of C2H6N4. Source: the OMol25 dataset; level of theory: the ωB97M-V functional and the def2-TZVPD basis.

- Kohn-Sham gap (eV) = 10.415
- LUMO (eV) = 1.09
- highest occupied orbital energy (eV) = -9.33
- SMILES = C=NN/C=N\N

Geometry as ORCA input:
```
! wB97M-V def2-TZVPD RIJCOSX def2/J DEFGRID3
* xyz 0 1
C -0.7168 -0.2532 1.6506
N -1.5529 -0.0360 0.6989
N -0.9695 0.0104 -0.6502
C 0.3078 -0.8251 -0.6654
N 1.4206 -0.2899 -0.5109
N 1.3889 1.2401 -0.4661
H -1.0485 -0.5751 2.7733
H 0.3150 -0.3477 1.3935
H -1.7917 -0.0494 -1.2164
H 0.2187 -2.0755 -0.6093
H 0.4723 1.5576 -0.6369
H 2.2784 1.4875 -1.1177
*
```



Run S
A cluster of 2 separate species, C2H6N4 in total. Source: the OMol25 dataset; level of theory: the ωB97M-V functional and the def2-TZVPD basis.

- Kohn-Sham gap (eV) = 9.554
- LUMO (eV) = 0.73
- highest occupied orbital energy (eV) = -8.82
- SMILES = C/N=N/N.C#N

Geometry as ORCA input:
```
! wB97M-V def2-TZVPD RIJCOSX def2/J DEFGRID3
* xyz 0 1
C 0.5373 -1.7970 0.0620
N 0.3877 -0.6789 -0.8304
N 0.1482 0.4520 -0.2665
N 0.5854 1.5456 -0.8638
H 0.1835 -1.5891 1.0781
H -0.0102 -2.6370 -0.3690
H 1.5897 -2.0905 0.0937
H 0.0037 2.3564 -0.7088
H 1.1440 1.4516 -1.7056
C -1.4488 0.9788 1.1283
N -1.6870 2.1056 1.0615
H -1.4334 -0.0973 1.3205
*
```



Calculated relative energies: run P 3.136; run Q 0.000; run R 1.735; run S 0.501, given in eV



Run P
The ion CH2F2N2OP with charge +1. Source: the OMol25 dataset; level of theory: the ωB97M-V functional and the def2-TZVPD basis.

- Kohn-Sham gap (eV) = 9.206
- LUMO (eV) = -7.12
- highest occupied orbital energy (eV) = -16.33
- SMILES = FC(F)ON=[N+]=P

Geometry as ORCA input:
```
! wB97M-V def2-TZVPD RIJCOSX def2/J DEFGRID3
* xyz 1 1
F -2.4499 -0.2101 -0.9133
C -2.1652 0.3973 0.2311
F -2.3115 1.7683 0.0926
O -0.8331 0.1040 0.5368
N 0.0676 0.7650 -0.2493
N 1.2215 0.6729 -0.1602
P 2.7696 0.8094 -0.1949
H -2.9314 -0.0542 1.0655
H 2.9987 -0.3107 -1.2944
*
```



Run Q
The ion CH2F2N2OP with charge +1. Source: the OMol25 dataset; level of theory: the ωB97M-V functional and the def2-TZVPD basis.

- Kohn-Sham gap (spin up / spin down) (eV) = 7.544 / 7.351
- LUMO (spin up / spin down) (eV) = -8.84 / -9.19
- highest occupied orbital energy (spin up / spin down) (eV) = -16.38 / -16.54

Geometry as ORCA input:
```
! wB97M-V def2-TZVPD RIJCOSX def2/J DEFGRID3
* xyz 1 1
C 0.7083 -0.9909 0.9123
N 0.2281 0.9557 -2.4944
N -0.5187 0.8437 0.4514
O 0.4761 0.3886 1.1039
F 1.0314 -1.1411 -0.3945
F -0.4158 -1.6239 1.1022
P -0.7515 1.2530 -1.3578
H 1.4279 -1.1212 1.6615
H -2.1859 1.4361 -0.9846
*
```



Run R
The ion CH2F2N2OP with charge +1. Source: the OMol25 dataset; level of theory: the ωB97M-V functional and the def2-TZVPD basis.

- Kohn-Sham gap (eV) = 10.401
- LUMO (eV) = -6.58
- highest occupied orbital energy (eV) = -16.98
- SMILES = FC(F)O[N+]1=[PH]=N1

Geometry as ORCA input:
```
! wB97M-V def2-TZVPD RIJCOSX def2/J DEFGRID3
* xyz 1 1
F -1.9127 0.0687 -0.5906
C -1.1466 -0.8993 -0.2124
F -0.8667 -0.7450 1.1143
O 0.0993 -0.6686 -0.8758
N 0.7103 0.3826 -0.3602
P 1.1674 1.8744 0.5716
N 1.8278 0.8014 -0.7170
H -1.5612 -1.7936 -0.3657
H 1.6822 0.9794 1.4360
*
```



Calculated relative energies: run P 0.000; run Q 3.724; run R 0.340, given in eV



Run P
A cluster of 5 separate species, C5H20O5 in total. Source: the OMol25 dataset; level of theory: the ωB97M-V functional and the def2-TZVPD basis.

- Kohn-Sham gap (eV) = 10.448
- LUMO (eV) = 0.33
- highest occupied orbital energy (eV) = -10.12
- SMILES = CO.CO.CO.CO.CO

Geometry as ORCA input:
```
! wB97M-V def2-TZVPD RIJCOSX def2/J DEFGRID3
* xyz 0 1
C 0.9988 -0.9752 -3.1680
O -0.0733 -0.5430 -2.4182
H 1.4726 -0.0827 -3.5768
H 1.6923 -1.6271 -2.6368
H 0.5715 -1.5196 -4.0102
H -0.6488 0.0284 -2.9320
C -1.3428 0.8828 1.6847
O -0.6980 -0.3344 1.4245
H -0.8288 1.7780 1.3345
H -2.3738 0.9384 1.3351
H -1.3794 0.9781 2.7699
H -0.4577 -0.3564 0.4953
C 2.4020 0.1283 4.3690
O 2.6161 -0.6766 3.2552
H 3.3419 0.3050 4.8920
H 2.1973 1.1133 3.9496
H 1.6285 -0.2425 5.0415
H 1.7411 -0.8450 2.8979
C -3.0868 -3.5149 -1.1244
O -3.7641 -4.7572 -1.0226
H -2.0425 -3.6620 -1.3998
H -3.5129 -2.8088 -1.8371
H -3.0042 -3.1059 -0.1174
H -3.2270 -5.2930 -0.4343
C 1.1371 3.7925 -1.6721
O 1.7046 5.0273 -1.2673
H 1.6851 3.4617 -2.5543
H 1.1954 2.9656 -0.9644
H 0.1072 3.9855 -1.9725
H 1.9486 4.9593 -0.3413
*
```



Run Q
A cluster of 5 separate species, C5H20O5 in total. Source: the OMol25 dataset; level of theory: the ωB97M-V functional and the def2-TZVPD basis.

- Kohn-Sham gap (eV) = 10.010
- LUMO (eV) = 0.39
- highest occupied orbital energy (eV) = -9.62
- SMILES = CO.CO.CO.CO.CO

Geometry as ORCA input:
```
! wB97M-V def2-TZVPD RIJCOSX def2/J DEFGRID3
* xyz 0 1
C -21.6908 10.3929 -24.9901
O -22.0042 9.9304 -23.7047
H -22.5174 10.5312 -25.6870
H -21.2380 11.3742 -24.8477
H -21.0106 9.7173 -25.5088
H -22.2867 10.6911 -23.1917
C -25.7147 10.0317 -26.5471
O -25.9544 8.7246 -26.1737
H -26.6636 10.5678 -26.5579
H -25.0084 10.4421 -25.8255
H -25.2990 9.9998 -27.5543
H -26.2966 8.6884 -25.2775
C -23.6219 12.8134 -22.9987
O -22.7557 11.9992 -22.1072
H -24.5902 12.9908 -22.5306
H -23.1748 13.7891 -23.1890
H -23.8323 12.2631 -23.9158
H -22.5457 12.5978 -21.3867
C -22.1236 13.4730 -18.9450
O -22.5127 14.1113 -20.1097
H -22.1430 14.1678 -18.1053
H -22.8597 12.7154 -18.6762
H -21.1650 12.9543 -18.9510
H -21.9894 14.9039 -20.2496
C -25.6242 12.0349 -19.7880
O -25.3690 12.0617 -18.3903
H -25.1526 11.1858 -20.2827
H -26.7016 11.8758 -19.8334
H -25.4803 12.9716 -20.3263
H -24.5472 11.6123 -18.1795
*
```



Calculated relative energies: run P 0.326; run Q 0.000, given in eV



Run P
A structure of composition FH2PS3. Source: the OMol25 dataset; level of theory: the ωB97M-V functional and the def2-TZVPD basis.

- Kohn-Sham gap (spin up / spin down) (eV) = 6.913 / 6.892
- LUMO (spin up / spin down) (eV) = -2.76 / -2.50
- highest occupied orbital energy (spin up / spin down) (eV) = -9.68 / -9.39

Geometry as ORCA input:
```
! wB97M-V def2-TZVPD RIJCOSX def2/J DEFGRID3
* xyz 0 1
F -0.3860 0.2822 1.5164
P -0.4359 0.3598 -0.0855
S -3.1083 -0.3118 0.1351
S 0.8275 -1.2624 -0.5810
S 1.1579 1.9289 -0.0422
H 0.0658 -1.9185 -1.4418
H 1.8791 0.9217 0.4990
*
```



Run Q
An isolated molecule of FH2PS3. Source: the OMol25 dataset; level of theory: the ωB97M-V functional and the def2-TZVPD basis.

- Kohn-Sham gap (eV) = 9.470
- LUMO (eV) = -0.22
- highest occupied orbital energy (eV) = -9.69
- SMILES = FP(=S)(S)S

Geometry as ORCA input:
```
! wB97M-V def2-TZVPD RIJCOSX def2/J DEFGRID3
* xyz 0 1
F -1.5276 1.6423 -0.6205
P -1.3274 0.1709 0.0986
S -2.8145 -1.0619 0.0724
S -0.3356 0.5992 1.9622
S 0.2757 -0.4580 -1.2187
H -1.4186 0.9848 2.6268
H -0.5056 -1.5664 -1.1668
*
```



Calculated relative energies: run P 3.450; run Q 0.000, given in eV